The following is a quantum chemistry calculation of a structure of composition C37H42AgN3O2Se in a non-equilibrium geometry, from OMol25.

Each line ends with the Mulliken charge.
Positions of all 86 atoms, in Å:
Ag  7.8304  12.6771  11.3786  0.73
C  10.8494  17.2751  13.1259  -1.67
C  9.5397  16.4495  13.0739  1.18
C  8.7829  16.3684  14.4650  -1.44
C  8.5196  16.8601  11.9991  0.33
C  7.9204  18.1029  12.0929  -0.36
C  6.9543  18.4857  11.2110  -1.31
C  6.4035  17.5136  10.3657  -0.37
C  7.0181  16.2798  10.1978  1.41
C  6.4624  15.2123  9.2913  1.65
C  4.9367  15.1781  9.2249  -1.72
C  7.0811  15.4373  7.9312  -1.59
C  8.1195  15.9545  10.9814  -0.78
N  8.8276  14.7541  10.7706  0.95
C  10.1304  14.7701  10.5378  -0.71
O  10.8450  15.7826  10.4790  -0.81
C  10.7396  13.4324  10.2691  0.07
C  12.0550  13.3933  9.8322  -0.65
C  12.6475  12.2138  9.4565  -0.58
C  11.8400  11.0911  9.5170  -0.49
C  10.5571  11.1587  10.0521  0.16
N  9.9566  12.3332  10.3786  0.36
C  9.7361  9.8303  10.1721  -0.49
O  10.2957  8.7356  9.8760  -0.85
N  8.5902  10.0058  10.7373  0.13
C  7.8983  8.8290  11.0703  -1.05
C  7.7712  8.4225  12.4066  1.03
C  7.0383  7.2675  12.7145  -0.52
C  6.3489  6.5452  11.7289  -1.42
C  6.4759  6.9401  10.3929  -0.20
C  7.2161  8.0777  10.0850  1.28
C  7.3040  8.3907  8.6283  0.37
C  5.8954  8.5212  8.0086  -1.60
C  8.1387  7.3269  7.8487  -1.41
C  8.5365  9.2682  13.4325  2.92
C  8.0327  9.0001  14.9397  -1.80
C  10.0566  9.0267  13.4153  -1.41
H  11.4376  17.0361  14.0132  0.41
H  10.7459  18.3353  13.1983  0.30
H  11.5300  17.0555  12.3171  0.34
H  9.8218  15.4379  12.7887  -0.36
H  8.4382  17.3623  14.8201  0.34
H  9.4079  15.9417  15.2514  0.40
H  7.9265  15.7295  14.4272  0.36
H  8.3454  18.7040  12.8546  0.40
H  6.5933  19.5128  11.3001  0.31
H  5.5855  17.8812  9.6697  0.09
H  6.8334  14.2254  9.6103  -0.51
H  4.5117  16.0871  8.8382  0.34
H  4.4577  15.0044  10.2024  0.37
H  4.5789  14.3472  8.5958  0.42
H  6.7421  16.3855  7.5256  0.29
H  6.7162  14.6295  7.3087  0.40
H  8.1647  15.3456  8.0010  0.37
H  12.6017  14.3126  9.7480  0.48
H  13.7105  12.1947  9.2888  0.40
H  12.2722  10.1576  9.1642  0.42
H  6.9235  6.9839  13.7536  0.19
H  5.7229  5.7065  11.9988  0.35
H  6.0089  6.3003  9.6194  0.19
H  7.8412  9.2993  8.5764  0.37
H  5.3434  7.5651  8.0210  0.27
H  5.9856  8.8719  6.9829  0.45
H  5.2735  9.2006  8.5390  0.42
H  7.6566  6.3267  7.9097  0.30
H  9.0906  7.2544  8.3877  0.37
H  8.2933  7.6202  6.7792  0.36
H  8.4019  10.2620  13.1798  -1.41
H  7.9875  7.9138  15.1395  0.50
H  7.0430  9.4363  15.0619  0.33
H  8.7116  9.4115  15.6660  0.35
H  10.2472  8.0163  13.7148  0.39
H  10.4970  9.6087  14.2092  0.40
H  10.4447  9.2483  12.4308  0.15
Se  6.4255  12.4528  13.4965  -0.45
C  7.8447  12.4616  14.7724  0.41
C  7.6134  12.6143  16.1472  -0.77
C  8.6396  12.5682  17.0627  -0.47
C  9.9544  12.4403  16.5762  -0.80
C  10.2118  12.3467  15.2255  -0.67
C  9.1703  12.3963  14.3117  0.67
H  6.6205  12.7592  16.5644  0.36
H  8.4728  12.5130  18.1338  0.38
H  10.8037  12.4427  17.2185  0.37
H  11.2228  12.2393  14.8286  0.43
H  9.2982  12.2137  13.2416  -0.40

Output
HOMO level = -0.0618 hartree
orbital gap = 6.309 eV
LUMO = 4.6 eV
relative energy (zero: lowest compared OMol25 entry of this formula, charge and spin) = 0.7 kcal/mol
E = -4298.36771 Ha
total charge = -2

***

The following is a quantum chemistry calculation of a structure of composition C37H42F11N7O2PPdS4Sb in a non-equilibrium geometry, from OMol25.

Each line ends with the Mulliken charge.
Positions of all 106 atoms, in Å:
Pd  0.1191  -0.3064  -0.1620  1.79
S  -1.9961  2.3713  3.5214  -0.35
Sb  -2.8747  -0.2250  3.3971  0.44
S  -0.9656  1.9195  1.8860  0.28
S  -2.0063  0.3277  1.1427  -0.03
S  -5.0132  -0.6355  2.9474  -0.61
F  6.9834  -1.5501  -2.4743  -0.36
C  5.6920  -1.2017  -2.2744  0.61
C  5.0410  -0.3642  -3.1557  0.06
F  5.7052  0.1147  -4.2281  -0.35
C  3.7189  -0.0261  -2.9556  -0.15
F  3.1349  0.7842  -3.8662  -0.37
C  2.9464  -0.4814  -1.8622  -0.04
O  1.7100  -0.1451  -1.7494  0.52
C  3.6651  -1.3264  -0.9819  -0.24
F  3.0523  -1.8197  0.0974  -0.53
C  4.9861  -1.6774  -1.1844  0.24
F  5.6014  -2.4989  -0.3173  -0.35
N  5.9422  0.1373  3.8939  0.07
C  6.8322  -0.2714  4.8585  0.65
C  8.1755  -0.0197  5.0619  -0.99
C  8.7827  -0.6120  6.1749  -0.40
C  8.0466  -1.4183  7.0405  -0.39
C  6.6915  -1.6708  6.8283  -0.76
C  6.0673  -1.0973  5.7200  0.42
N  4.7741  -1.1978  5.2865  -0.79
C  4.7032  -0.4515  4.1690  0.10
C  3.5807  -0.2576  3.3485  1.02
C  3.5474  0.6982  2.2776  -0.87
C  2.4287  0.8254  1.5107  -1.03
N  1.3091  0.0826  1.6926  0.80
C  1.3233  -0.8354  2.6993  -0.24
C  2.3848  -1.0290  3.5265  -1.19
H  6.1584  0.6749  3.0763  0.15
H  8.7421  0.6075  4.3829  0.35
H  9.8365  -0.4427  6.3629  0.35
H  8.5441  -1.8623  7.8959  0.34
H  6.1234  -2.3000  7.5029  0.40
H  4.3890  1.3495  2.0733  0.23
H  2.3813  1.5474  0.7017  0.34
H  0.4233  -1.4301  2.8000  -0.08
H  2.3451  -1.7673  4.3152  0.44
N  0.0779  -2.3109  0.2741  -0.70
P  -0.8858  -3.0102  -0.6947  0.21
N  -2.3049  -3.5189  0.0891  0.19
C  -2.3008  -3.6450  1.5397  -0.03
C  -2.3346  -5.1146  1.9613  -0.67
C  -3.5547  -5.8059  1.3496  -0.97
C  -3.5568  -5.6239  -0.1683  -0.19
C  -3.4694  -4.1379  -0.5196  -0.81
N  -0.1337  -4.3586  -1.3781  0.75
C  -0.6844  -5.1822  -2.4434  -0.56
C  -0.2862  -6.6406  -2.2363  -1.13
C  1.2434  -6.7962  -2.3482  -0.72
C  1.9495  -5.4916  -1.9393  -0.91
C  1.1596  -4.7919  -0.8426  -0.25
N  -1.5896  -2.3935  -2.1165  0.39
C  -2.6002  -1.3353  -1.9707  0.35
C  -3.4294  -1.2511  -3.2460  -1.10
C  -2.5317  -0.9415  -4.4435  -0.54
C  -1.3650  -1.9294  -4.5072  -1.17
C  -0.6378  -1.9925  -3.1696  0.77
H  -3.1898  -3.1401  1.9471  0.04
H  -1.4003  -3.1515  1.9077  -0.21
H  -2.3623  -5.1858  3.0528  0.39
H  -1.4161  -5.5972  1.6109  0.22
H  -4.4631  -5.3548  1.7671  0.32
H  -3.5621  -6.8692  1.6060  0.45
H  -4.4590  -6.0602  -0.6101  0.36
H  -2.6900  -6.1384  -0.5941  -0.14
H  -4.3746  -3.6342  -0.1444  0.54
H  -3.4281  -3.9930  -1.5988  0.23
H  -0.3117  -4.8621  -3.4306  0.27
H  -1.7674  -5.0717  -2.4681  0.53
H  -0.7954  -7.2722  -2.9693  0.51
H  -0.6188  -6.9540  -1.2434  0.23
H  1.5195  -7.0673  -3.3713  0.29
H  1.5754  -7.6113  -1.6994  0.37
H  2.0265  -4.8187  -2.7980  0.25
H  2.9649  -5.6952  -1.5938  0.48
H  1.6754  -3.9164  -0.4540  -0.07
H  1.0296  -5.4904  0.0002  0.19
H  -2.1159  -0.3646  -1.8043  -0.75
H  -3.2326  -1.5444  -1.1087  0.61
H  -4.1950  -0.4793  -3.1285  0.43
H  -3.9321  -2.2121  -3.4033  0.31
H  -2.1425  0.0773  -4.3436  0.01
H  -3.1115  -0.9784  -5.3703  0.51
H  -0.6594  -1.6345  -5.2888  0.42
H  -1.7489  -2.9257  -4.7546  0.35
H  -0.2007  -1.0119  -2.9470  -0.78
H  0.1850  -2.7046  -3.2039  0.27
C  0.1967  2.2560  -2.9949  -1.73
C  -0.1974  2.7301  -1.5899  0.81
O  0.0100  1.8361  -0.6087  0.07
C  0.6278  4.0006  -1.2562  0.41
F  0.3578  4.5036  -0.0396  -0.25
F  0.4334  5.0129  -2.1421  -0.32
F  1.9400  3.7213  -1.2774  -0.23
C  -1.7068  3.1276  -1.6501  0.14
F  -2.4654  2.0186  -1.7569  -0.10
F  -2.0283  3.9002  -2.7177  -0.33
F  -2.1419  3.7911  -0.5640  -0.29
H  1.2482  1.9897  -2.9910  0.37
H  -0.0041  3.0124  -3.7537  0.44
H  -0.3726  1.3527  -3.2148  -0.04

Output
HOMO level (alpha / beta) = -0.0085 / -0.1048 hartree
orbital gap (alpha / beta) = 3.282 / 4.918 eV
2S+1 = 5
LUMO (alpha / beta) = 3.1 / 2.1 eV
relative energy (zero: lowest compared OMol25 entry of this formula, charge and spin) = 22.2 kcal/mol
E = -5369.77929 Ha
⟨S²⟩ = 6.033
total charge = -2

***

The following is a quantum chemistry calculation of a structure of composition C37H43AlN4OP3 in a non-equilibrium geometry, from OMol25.

Each line ends with the Mulliken charge.
Positions of all 89 atoms, in Å:
Al  -0.4574  0.7642  1.1049  0.20
C  2.0400  1.7242  2.6968  -1.11
P  1.9793  0.9017  1.0345  1.03
C  2.9361  1.8986  -0.1390  0.81
C  2.9289  3.2892  -0.0854  -0.64
C  3.6982  4.0178  -0.9744  -0.81
C  4.4590  3.3654  -1.9325  -0.62
C  4.4246  1.9812  -2.0285  -0.59
C  3.6565  1.2478  -1.1422  -0.93
C  2.9863  -0.5572  1.4083  0.57
C  4.3387  -0.3389  1.6783  -0.66
C  5.1133  -1.3660  2.1813  -0.78
C  4.5437  -2.6101  2.4172  -0.77
C  3.2058  -2.8357  2.1255  -0.61
C  2.4227  -1.8120  1.6164  -0.09
C  1.0832  0.9182  3.5218  0.32
C  1.1184  0.3552  4.7633  -1.30
C  -0.0766  -0.4037  4.9151  -1.14
C  -0.7930  -0.2745  3.7622  0.13
C  -2.0767  -0.8424  3.2357  -1.26
P  -1.7263  -1.2762  1.4705  2.42
C  -1.0739  -2.9615  1.4266  0.20
C  -0.6566  -3.6464  2.5655  -0.38
C  -0.2288  -4.9606  2.4458  -0.78
C  -0.2124  -5.5867  1.2089  -0.68
C  -0.5891  -4.8889  0.0700  -0.87
C  -1.0058  -3.5761  0.1746  -0.53
C  -3.3093  -1.2813  0.6014  0.44
C  -4.1093  -2.4072  0.4381  -0.64
C  -5.3282  -2.2810  -0.2067  -0.76
C  -5.7641  -1.0421  -0.6517  -0.74
C  -4.9667  0.0849  -0.4869  -0.86
C  -3.7308  -0.0462  0.1135  0.08
N  -0.0904  0.5384  2.8865  1.53
H  3.0574  1.6838  3.0998  0.51
H  1.7377  2.7767  2.6227  0.55
H  2.3424  3.8085  0.6631  0.40
H  3.7100  5.0962  -0.9131  0.48
H  5.0971  3.9343  -2.5907  0.48
H  5.0138  1.4715  -2.7787  0.49
H  3.6453  0.1663  -1.1900  0.59
H  4.7779  0.6359  1.4998  0.49
H  6.1566  -1.1893  2.4045  0.46
H  5.1479  -3.4039  2.8313  0.44
H  2.7714  -3.8086  2.3068  0.52
H  1.3738  -1.9816  1.3921  0.16
H  1.9010  0.4427  5.4935  0.59
H  -0.3456  -0.9679  5.7862  0.60
H  -2.4209  -1.7071  3.8102  0.57
H  -2.8844  -0.0966  3.2485  0.51
H  -0.6615  -3.1674  3.5356  0.32
H  0.0839  -5.5003  3.3273  0.50
H  0.0953  -6.6191  1.1296  0.45
H  -0.5658  -5.3724  -0.8949  0.49
H  -1.2999  -3.0246  -0.7110  0.48
H  -3.7806  -3.3671  0.8142  0.51
H  -5.9462  -3.1550  -0.3535  0.47
H  -6.7320  -0.9508  -1.1234  0.47
H  -5.3252  1.0515  -0.8179  0.54
H  -3.0559  0.8118  0.2390  -0.23
C  -0.9433  2.3548  -4.6351  -0.90
N  0.3506  1.6841  -4.1678  0.19
C  0.2190  0.1913  -4.4640  -0.81
N  -0.9407  -0.3376  -3.8504  0.22
C  -2.1461  0.3402  -4.2988  -0.94
N  -2.0578  1.7597  -4.0044  0.25
C  -2.1754  2.0576  -2.6046  -1.29
P  -0.7684  1.2767  -1.6095  0.95
C  0.6056  1.9423  -2.7334  -1.35
C  -0.8537  -0.4172  -2.4141  -1.07
H  -1.0114  2.2319  -5.7204  0.37
H  -0.8850  3.4225  -4.3983  0.39
H  1.1343  2.0584  -4.7160  0.39
H  1.1170  -0.3203  -4.1046  0.38
H  0.1587  0.0786  -5.5511  0.37
H  -3.0152  -0.0910  -3.7975  0.39
H  -2.2668  0.2031  -5.3747  0.27
H  -3.1300  1.6703  -2.2398  0.38
H  -2.1632  3.1449  -2.4638  0.59
H  1.5627  1.4924  -2.4419  0.30
H  0.6983  3.0244  -2.5801  0.60
H  -1.7322  -0.9447  -2.0280  0.37
H  0.0343  -0.9949  -2.1366  0.52
C  -1.9013  3.6455  0.9555  -0.55
O  -1.1957  2.4816  1.4428  -0.11
H  -1.3413  4.5517  1.1938  0.38
H  -2.8916  3.7013  1.4125  0.31
H  -1.9968  3.5432  -0.1237  0.05
H  -1.0972  2.5899  2.4074  0.31

Output
HOMO level = -0.5553 hartree
orbital gap = 7.130 eV
LUMO = -8.0 eV
E = -2995.67317 Ha
total charge = +3